# 1
ORCA calculation (wB97M-V/def2-TZVPD) on a cluster of 2 separate species, C4H11N2 in total in a non-equilibrium geometry.

Geometry as XYZ:
```
17
Properties=species:S:1:pos:R:3
H 1.69 1.73 -2.63
H -0.38 0.66 -1.18
H 2.02 -0.22 0.63
C -1.20 -0.52 1.13
H 0.79 -0.44 2.29
N -3.43 -0.74 1.77
H -1.83 -0.55 0.20
H 1.00 -1.24 -0.33
H 2.65 0.38 -1.78
H -3.50 0.15 2.24
C 1.08 -0.34 0.16
H 1.13 0.06 -2.70
H 0.84 1.60 -0.57
N 0.68 0.68 -0.86
H -3.22 -1.53 2.36
C 1.53 0.76 -2.09
C 0.13 -0.43 1.36
```

Calculated values
HOMO-LUMO gap (alpha / beta), eV: 9.7 / 9.8
E_tot, eV: -7293.5961
LUMO (alpha / beta), Ha: -0.15367 / -0.13297
Net charge: +1
Energy relative to the best compared isomer or geometry (same formula, charge and spin), kcal per mole: 169.54



# 2
ORCA calculation (wB97M-V/def2-TZVPD) on a structure of composition C56H44Cl4N4Sb2V.

Geometry as XYZ:
```
111
Properties=species:S:1:pos:R:3
C 3.12 -1.99 -3.41
C 1.59 -4.02 -0.44
H -2.32 0.48 3.77
C -4.75 -2.86 2.65
H -2.03 4.88 0.99
C -0.55 3.11 -1.32
H -2.20 0.14 -3.30
C 4.45 -1.78 -3.77
H 5.00 -0.95 -3.35
H 6.10 -2.46 -4.96
C 4.22 -1.28 0.63
C -2.67 -3.59 0.94
Sb 0.12 -2.61 0.16
Cl -6.17 2.67 5.66
C -1.76 4.04 -4.23
C -1.39 2.22 2.04
N 0.53 0.73 1.82
H 1.69 -0.50 -5.19
N 2.27 -0.31 -0.12
C 0.27 1.58 -3.07
H -5.38 -1.57 1.08
V 0.36 0.39 -0.21
H 4.23 -2.37 6.14
C 5.92 -0.06 4.33
H 1.49 -4.86 0.24
C 0.38 -2.80 2.26
H 2.59 -3.60 -0.37
H -1.09 -4.93 0.40
H -2.98 -2.53 -1.54
H -3.92 2.08 0.15
C 1.53 0.37 2.69
H 6.87 0.46 4.33
H -4.18 0.80 1.36
C -1.97 5.02 -5.20
H 1.77 0.62 4.90
H 5.01 -1.57 1.30
C 3.49 -1.39 4.37
H 2.48 -4.70 -5.35
C -2.90 1.40 3.78
C 4.36 -3.67 -5.23
N 0.71 0.62 -2.22
N -0.47 2.24 -0.25
H 1.18 6.26 -5.41
C -2.80 -4.17 2.20
H -0.37 -2.23 2.80
C -1.18 4.32 -0.91
Cl 5.13 -4.73 -6.37
H 2.54 -1.91 4.40
C 0.56 4.65 -4.11
C 5.07 -2.62 -4.68
H -2.09 -4.93 2.50
H -0.64 1.73 4.76
C -3.49 -1.93 -0.79
H -3.90 0.38 -2.82
H -2.72 1.69 -2.62
C 0.36 5.63 -5.07
H 1.38 -3.19 -3.73
C -0.25 2.81 -2.65
C -3.40 3.56 2.93
C -0.91 5.80 -5.61
C 2.42 -1.09 -2.46
C -2.86 0.61 -2.58
H 4.76 -2.19 -1.27
C -2.56 2.45 2.93
C 4.98 0.19 3.36
C 2.74 -0.18 2.31
H 1.37 -2.44 2.53
C 2.42 -3.04 -3.99
H 0.34 1.81 -5.29
H -2.59 3.43 -3.91
H -5.14 4.50 3.75
C -0.50 3.86 -3.68
Cl 6.83 -1.31 6.55
C -4.64 -2.28 1.40
C -1.59 4.13 0.37
C 2.89 -0.98 -1.16
H 1.41 -4.34 -1.46
C 3.03 -3.89 -4.90
C -0.42 1.35 2.56
H -4.23 0.61 5.26
H -2.95 5.16 -5.63
H -5.57 -2.59 3.30
C -3.99 1.45 4.62
C -0.07 1.29 3.96
C 3.75 -0.47 3.37
H 5.19 0.92 2.59
C -1.18 2.83 0.78
C 3.07 -0.51 0.99
C -3.83 -3.81 3.06
Sb -2.48 -0.05 -0.60
H -4.47 -1.67 -1.19
H -4.98 0.70 -0.23
H 0.30 -3.85 2.53
C 1.26 0.05 -4.37
C 0.58 1.22 -4.42
C -4.50 3.63 3.76
H -1.30 5.20 -1.51
C 1.15 0.73 4.03
H -3.24 4.40 2.28
C 5.64 -0.99 5.33
C 1.40 -0.28 -2.98
C 4.43 -1.66 5.35
C -4.08 1.01 0.30
Cl -1.16 7.02 -6.81
H -1.82 -4.12 -0.98
C -1.52 -3.99 0.06
C 4.10 -1.59 -0.68
C -3.60 -2.62 0.54
C -4.79 2.58 4.62
H 1.54 4.51 -3.69
H -3.91 -4.29 4.02
```

Calculated values
HOMO-LUMO gap (alpha / beta), eV: 5.6 / 5.5
E_tot, eV: -153596.1739
LUMO (alpha / beta), Ha: -0.14943 / -0.15275
Net charge: +1
2S+1: 3



# 3
ORCA calculation (wB97M-V/def2-TZVPD) on a cluster of 2 separate species, C3H10N2O in total in a non-equilibrium geometry.

Geometry as XYZ:
```
16
Properties=species:S:1:pos:R:3
N -1.89 1.08 -0.10
H -3.48 -0.84 -1.67
H -3.89 1.20 0.59
H -1.53 1.92 0.36
N -3.96 -0.08 -0.93
O 3.04 -0.95 1.50
H 1.88 -1.57 -0.68
H 1.15 -0.06 -0.74
C -3.24 0.73 -0.14
C 2.10 -0.60 -0.67
H 2.55 0.97 0.75
H 2.68 -0.32 -1.56
C 3.02 -0.01 0.46
H 4.05 0.07 -0.07
H -1.24 0.50 -0.73
H 3.11 -2.01 1.10
```

Calculated values
HOMO-LUMO gap (alpha / beta), eV: 7.7 / 3.5
E_tot, eV: -8288.9535
LUMO (alpha / beta), Ha: -0.18043 / -0.33476
Net charge: +1
Energy relative to the best compared isomer or geometry (same formula, charge and spin), kcal per mole: 107.83
2S+1: 2



# 4
ORCA calculation (wB97M-V/def2-TZVPD) on a structure of composition C28H37N2O2OsP in a non-equilibrium geometry.

Geometry as XYZ:
```
71
Properties=species:S:1:pos:R:3
C 0.13 2.72 3.22
C -3.39 4.00 -0.19
H 1.43 4.64 6.32
C -2.55 4.53 0.78
H 0.42 -2.48 -2.91
H 3.62 -3.65 -0.86
H 2.58 2.03 0.08
C -1.85 -3.05 0.09
C 1.29 2.29 3.87
O -1.45 1.20 2.34
H -0.89 2.55 -3.04
H -2.58 2.10 4.16
H 3.61 2.17 -1.35
C 1.09 4.11 5.44
H 1.45 -0.13 -3.09
H -0.33 -0.21 -3.24
H -1.69 5.48 3.13
C -0.48 -2.77 -2.36
H -5.92 1.53 2.54
C -3.53 2.55 3.86
H -2.79 -2.61 -0.27
C 1.76 2.96 5.00
H -1.89 5.37 0.58
N -1.60 4.48 2.98
C 1.97 -0.69 -0.54
O 0.32 1.74 1.06
H -4.88 2.48 -0.62
C -0.88 2.09 -2.04
H 0.57 1.15 -4.01
H 1.80 1.40 3.48
H -1.81 -2.95 1.18
H 4.93 0.39 -1.76
H -5.74 0.99 0.86
C 2.71 1.68 -0.96
C -0.53 3.90 3.64
C 2.95 0.20 -0.98
C -0.41 1.82 2.13
C -5.19 1.28 1.76
H -0.53 5.50 5.06
H -4.61 0.40 2.09
C 0.53 0.46 -3.15
H -3.75 3.39 4.53
H -1.51 -0.21 -0.07
N 0.36 1.27 -1.91
H -1.80 -4.11 -0.19
C 3.45 -2.57 -0.91
H 1.15 -3.98 -0.52
C -2.53 3.96 2.06
C -4.25 2.94 0.14
C -3.47 2.99 2.43
H -0.31 -0.89 1.13
P -0.47 -2.11 -0.64
C -4.29 2.44 1.44
H -0.53 -3.87 -2.33
C -0.03 4.59 4.75
C 2.22 -2.08 -0.49
C 1.10 -2.98 -0.07
H -1.36 -2.39 -2.89
H -1.75 1.44 -1.90
H -4.31 1.80 3.99
C 4.18 -0.32 -1.41
H 1.85 2.45 -2.81
H 2.63 2.58 5.53
Os 0.07 -0.01 -0.16
C 1.53 2.22 -1.78
H 1.16 3.15 -1.33
H 5.37 -2.08 -1.77
H -0.89 2.87 -1.28
H 1.01 -3.08 1.02
C 4.42 -1.69 -1.40
H -3.39 4.41 -1.19
```

Calculated values
HOMO-LUMO gap (alpha / beta), eV: 9.2 / 5.5
E_tot, eV: -48450.7374
LUMO (alpha / beta), Ha: -0.17529 / -0.31114
Net charge: +2
2S+1: 5